Below is a cluster of 16 separate species, C64H160O32 in total, with properties calculated with ωB97M-V/def2-TZVPD.

As for the HOMO energy: -0.335 Ha. The lowest unoccupied orbital energy comes out at 0.28 eV. Its molar mass is 1442.0 g mol⁻¹. Its largest force on an atom is 3.63 eV/A. The relative energy (zero: lowest compared OMol25 entry of this formula, charge and spin) comes out at 731.6 kJ/mol. The value obtained for the frontier orbital gap is 9.386 eV. The calculation puts the total energy at -134453.717 eV.

Last column: Löwdin charge in e.
Positions of all 256 atoms, in Å:
C: 22.34146 6.28629 22.03740  -0.08
O: 22.73218 6.22829 20.66492  -0.21
C: 22.44187 4.97922 20.05423  -0.20
C: 23.20865 3.73540 20.51324  -0.17
O: 24.62250 3.70109 20.19531  -0.18
C: 25.54256 4.40073 21.01005  -0.11
H: 22.65654 5.34634 22.49054  0.07
H: 21.29753 6.53648 22.22632  0.09
H: 22.83416 7.19218 22.39054  0.08
H: 22.52759 5.11537 18.97617  0.12
H: 21.37402 4.78680 20.15795  0.12
H: 22.70722 2.89991 20.02475  0.12
H: 23.15961 3.50378 21.57721  0.11
H: 26.47281 4.63337 20.49176  0.08
H: 25.76137 3.86504 21.93378  0.08
H: 25.22678 5.42809 21.19142  0.08
C: 32.80643 15.12923 15.54108  -0.07
O: 32.13423 13.94309 16.09600  -0.18
C: 31.90689 13.98367 17.50271  -0.22
C: 33.05742 13.58622 18.40149  -0.20
O: 33.10236 12.15096 18.52663  -0.16
C: 34.29533 11.80734 19.21960  -0.12
H: 33.59691 15.53952 16.16949  0.08
H: 31.95072 15.80095 15.47286  0.08
H: 33.16739 15.07296 14.51412  0.08
H: 31.10309 13.33436 17.84970  0.10
H: 31.51026 14.96636 17.75788  0.12
H: 32.71230 14.04931 19.32590  0.13
H: 33.95052 14.02284 17.95447  0.12
H: 34.85354 12.58826 19.73600  0.08
H: 35.01086 11.41048 18.49944  0.08
H: 34.20642 11.07682 20.02367  0.07
C: 28.58997 13.11347 19.43593  -0.11
O: 28.42325 12.04240 18.55816  -0.20
C: 29.26957 10.93300 18.65441  -0.18
C: 28.94691 9.73621 17.62021  -0.14
O: 27.93351 8.78933 18.06962  -0.18
C: 26.67710 9.42664 18.39466  -0.09
H: 27.65575 13.62446 19.66878  0.07
H: 29.15640 13.94830 19.02324  0.07
H: 28.95839 12.76436 20.40054  0.08
H: 28.95768 10.47011 19.59066  0.11
H: 30.31311 11.23732 18.73505  0.11
H: 29.93026 9.28148 17.50043  0.11
H: 28.77701 10.08758 16.60248  0.12
H: 26.83073 10.19417 19.15321  0.06
H: 26.00732 8.71563 18.87835  0.08
H: 26.17533 10.02564 17.63470  0.10
C: 30.86842 7.58989 29.13555  -0.10
O: 30.92992 8.41576 27.96711  -0.20
C: 30.16561 9.64226 27.97398  -0.16
C: 28.63530 9.50484 28.02174  -0.13
O: 27.97776 8.74331 26.91481  -0.21
C: 26.56086 8.63930 26.93901  -0.11
H: 29.95047 7.04017 29.34358  0.08
H: 30.97539 8.20847 30.02662  0.07
H: 31.60507 6.78663 29.15081  0.08
H: 30.52487 10.28380 27.16933  0.12
H: 30.46161 10.04044 28.94451  0.10
H: 28.30572 10.54379 28.01445  0.12
H: 28.27052 8.94933 28.88572  0.12
H: 26.32940 7.90723 27.71270  0.07
H: 26.00106 8.22641 26.09982  0.06
H: 26.12222 9.59577 27.22336  0.08
C: 25.35247 5.59002 24.60924  -0.12
O: 25.46699 4.59579 25.56078  -0.17
C: 24.68974 4.65923 26.73980  -0.20
C: 23.31953 4.01552 26.58767  -0.18
O: 22.44419 4.97050 25.95265  -0.19
C: 21.19684 5.12870 26.64489  -0.10
H: 26.32041 5.84802 24.17956  0.09
H: 24.82012 6.44721 25.02148  0.08
H: 24.68159 5.14446 23.87473  0.07
H: 24.61323 5.71818 26.98654  0.11
H: 25.14568 4.32562 27.67196  0.12
H: 23.07246 3.65716 27.58699  0.12
H: 23.38339 3.10578 25.99068  0.13
H: 21.34078 5.58324 27.62508  0.08
H: 20.58217 4.25180 26.84820  0.09
H: 20.71481 5.90366 26.04891  0.09
C: 31.53984 3.98116 24.05107  -0.09
O: 32.83476 4.59670 24.21402  -0.19
C: 32.95876 5.41959 25.38866  -0.18
C: 34.14820 6.40271 25.33682  -0.19
O: 35.45192 6.02624 24.91048  -0.17
C: 36.31976 7.15540 24.55947  -0.07
H: 31.41445 3.21993 24.82107  0.08
H: 31.40585 3.55059 23.05872  0.08
H: 30.74844 4.70806 24.23387  0.08
H: 32.95476 4.79504 26.28198  0.12
H: 32.08882 6.06988 25.48049  0.11
H: 34.25680 6.90524 26.29794  0.12
H: 33.73757 7.15153 24.65951  0.09
H: 36.68301 7.61693 25.47770  0.08
H: 35.91278 7.92408 23.90251  0.07
H: 37.13669 6.75430 23.95960  0.09
C: 37.77644 12.19213 22.66969  -0.09
O: 38.68080 11.21481 22.16777  -0.20
C: 39.63721 11.58756 21.14322  -0.16
C: 39.21998 11.47280 19.66790  -0.25
O: 38.98179 10.15626 19.32586  -0.18
C: 38.52255 10.05500 17.94453  -0.06
H: 37.15442 11.65872 23.38849  0.07
H: 37.19112 12.73484 21.92741  0.08
H: 38.33383 12.98676 23.16565  0.08
H: 40.53859 10.99105 21.28390  0.11
H: 39.98692 12.60660 21.30862  0.12
H: 39.91758 11.89074 18.94210  0.13
H: 38.31377 12.06331 19.53302  0.11
H: 39.34897 9.82268 17.27285  0.09
H: 38.01916 10.99468 17.71718  0.08
H: 37.77340 9.26863 17.85240  0.08
C: 34.45856 10.30759 24.64218  -0.09
O: 33.58279 9.67465 23.72305  -0.20
C: 32.26382 9.97717 23.97106  -0.24
C: 31.45517 8.98616 23.20227  -0.17
O: 30.12015 9.02128 23.79876  -0.20
C: 29.27065 8.03226 23.19109  -0.08
H: 35.48195 10.07848 24.34506  0.07
H: 34.22915 9.98777 25.65864  0.09
H: 34.36160 11.38831 24.53844  0.08
H: 31.96164 10.97025 23.63854  0.13
H: 32.12299 9.79765 25.03692  0.12
H: 31.86441 7.98487 23.33660  0.11
H: 31.44421 9.21159 22.13590  0.13
H: 29.84240 7.10452 23.16875  0.08
H: 29.10785 8.36117 22.16473  0.08
H: 28.29278 7.94451 23.66456  0.08
C: 33.97863 8.10307 20.17793  -0.07
O: 34.22863 6.68261 20.29032  -0.16
C: 33.49771 6.00911 21.21031  -0.24
C: 32.16257 5.53552 20.60059  -0.22
O: 31.27928 6.52962 20.21034  -0.17
C: 30.36670 6.00830 19.27489  -0.10
H: 34.89671 8.65476 19.97578  0.08
H: 33.70729 8.53721 21.14022  0.06
H: 33.12730 8.30842 19.52896  0.09
H: 33.41608 6.39235 22.22745  0.11
H: 34.12986 5.12875 21.32635  0.13
H: 31.65731 4.82597 21.25584  0.10
H: 32.53365 4.96089 19.75194  0.12
H: 29.57863 6.67850 18.93157  0.08
H: 29.95519 5.05955 19.61933  0.09
H: 30.84540 5.76692 18.32584  0.09
C: 41.70345 14.09761 25.30420  -0.12
O: 42.49873 13.46779 24.32042  -0.20
C: 43.26382 12.24931 24.62418  -0.12
C: 42.33962 11.04015 24.32118  -0.20
O: 41.25301 11.02502 25.25468  -0.22
C: 40.23051 9.98203 25.00727  -0.04
H: 40.79651 13.63873 25.69788  0.07
H: 41.44649 15.09675 24.95238  0.09
H: 42.40294 14.23211 26.12927  0.08
H: 43.45755 12.14892 25.69211  0.11
H: 44.24786 12.34445 24.16513  0.12
H: 42.81889 10.06130 24.30559  0.12
H: 41.96553 11.06532 23.29770  0.10
H: 40.03209 10.00300 23.93569  0.07
H: 39.25301 10.19369 25.44062  0.08
H: 40.68121 9.03616 25.30780  0.09
C: 35.01719 7.60454 30.10055  -0.13
O: 33.97861 7.18668 30.97546  -0.18
C: 34.03124 8.11721 32.15654  -0.16
C: 32.84325 7.77958 33.00827  -0.15
O: 32.97896 8.52378 34.30272  -0.17
C: 31.76785 8.98493 34.75363  -0.17
H: 35.85661 6.93358 30.28301  0.08
H: 35.45138 8.60109 30.18099  0.07
H: 34.76350 7.40237 29.05995  0.07
H: 33.86646 9.13063 31.79057  0.12
H: 34.97249 8.06431 32.70367  0.13
H: 32.84935 6.70169 33.17014  0.13
H: 31.96227 8.06389 32.43282  0.11
H: 31.05987 8.18293 34.96258  0.08
H: 31.21672 9.64850 34.08727  0.08
H: 31.92495 9.33560 35.77366  0.09
C: 33.95338 12.86594 34.24325  -0.03
O: 33.60837 13.68226 32.99660  -0.21
C: 32.24952 13.98650 32.69616  -0.19
C: 31.36409 12.70876 32.24220  -0.21
O: 31.99981 11.87298 31.31633  -0.16
C: 32.18012 12.61420 30.13430  -0.13
H: 33.48497 11.88628 34.14869  0.07
H: 33.87615 13.30593 35.23750  0.07
H: 35.03058 12.70061 34.22321  0.08
H: 32.35844 14.68843 31.86939  0.10
H: 31.78951 14.49252 33.54494  0.11
H: 30.39131 13.05605 31.89405  0.11
H: 31.15827 12.20106 33.18453  0.10
H: 31.39745 13.25035 29.72098  0.10
H: 32.09650 11.86552 29.34652  0.08
H: 33.10497 13.18917 30.08786  0.08
C: 25.05489 9.56475 22.04633  -0.14
O: 24.30996 9.14804 20.95376  -0.21
C: 23.85088 10.30627 20.18049  -0.14
C: 22.71302 10.01979 19.14168  -0.14
O: 23.11840 9.36307 17.92780  -0.17
C: 23.27408 8.01416 17.99703  -0.17
H: 25.35807 8.73936 22.69046  0.08
H: 24.46504 10.24450 22.66125  0.08
H: 25.97752 10.05203 21.73100  0.08
H: 24.73641 10.77743 19.75394  0.11
H: 23.28566 10.94150 20.86247  0.11
H: 22.31462 11.00326 18.89237  0.12
H: 21.85386 9.50235 19.56853  0.13
H: 23.70788 7.68994 17.05109  0.09
H: 22.29125 7.54585 18.05020  0.08
H: 23.86409 7.51720 18.76710  0.07
C: 42.17952 13.57901 29.61382  -0.11
O: 41.15069 12.61481 29.62077  -0.20
C: 41.04159 11.70858 28.50758  -0.16
C: 39.75477 10.85895 28.69927  -0.17
O: 38.58966 11.66554 28.59367  -0.17
C: 37.42144 10.96012 28.74442  -0.15
H: 42.28541 14.17076 30.52306  0.09
H: 41.91134 14.18302 28.74702  0.07
H: 43.13296 13.18674 29.26002  0.08
H: 41.94468 11.09836 28.51986  0.13
H: 40.93325 12.17105 27.52652  0.09
H: 39.73399 10.39553 29.68564  0.13
H: 39.77045 10.16968 27.85502  0.11
H: 36.63023 11.59568 29.14211  0.08
H: 37.38021 10.03226 29.31493  0.08
H: 37.06937 10.65706 27.75837  0.08
C: 24.94189 13.69346 22.20835  -0.10
O: 24.74963 14.63960 23.27227  -0.20
C: 25.33382 14.27058 24.55398  -0.14
C: 26.76268 13.59970 24.47730  -0.17
O: 26.68251 12.20527 24.08329  -0.25
C: 27.99371 11.65437 23.79551  -0.07
H: 24.93470 12.65849 22.55023  0.06
H: 25.72974 13.93034 21.49331  0.08
H: 23.98737 13.84349 21.70389  0.08
H: 24.59899 13.66729 25.08706  0.12
H: 25.41781 15.16901 25.16542  0.11
H: 27.23569 13.56206 25.45860  0.11
H: 27.50042 14.02266 23.79544  0.11
H: 27.78847 10.60900 23.56494  0.08
H: 28.65670 11.71098 24.65884  0.08
H: 28.44723 12.27174 23.02009  0.08
C: 33.11459 14.12573 26.03637  -0.11
O: 32.87290 14.31230 27.40407  -0.20
C: 33.96813 15.05821 28.07520  -0.14
C: 35.46712 14.57023 27.99254  -0.20
O: 35.98827 14.99178 26.76952  -0.19
C: 37.25770 14.59149 26.41111  -0.12
H: 32.23716 13.75847 25.50409  0.09
H: 34.02566 13.52934 25.98750  0.07
H: 33.32473 15.10865 25.61471  0.09
H: 33.74365 15.11275 29.14044  0.10
H: 33.96441 16.11103 27.79296  0.12
H: 35.34865 13.50836 28.20819  0.11
H: 36.10772 14.90044 28.81028  0.13
H: 37.27845 13.51449 26.24455  0.08
H: 38.01899 14.80695 27.16086  0.09
H: 37.60037 15.09183 25.50539  0.09